Entry P
Here is a molecular structure, C17H25N5O2Sc from the Open Molecules 2025 dataset. Energies are from the ωB97M-V functional and the def2-TZVPD basis.

The geometry in XYZ format:
```
50
Properties=species:S:1:pos:R:3
Sc -0.00216 -0.01224 0.00111
C 2.29505 -1.51114 -1.30813
C 1.15223 -1.36920 -2.33958
N -0.19486 -1.33570 -1.71973
C -0.79903 -2.64305 -1.55201
C -0.47084 -3.05718 -0.13285
C -0.71371 -4.34930 0.28862
C -0.58813 -4.65279 1.63443
C -0.28463 -3.61580 2.50486
C -0.05967 -2.35599 1.99345
C 0.06791 -1.16783 2.93291
N 0.56399 -0.08300 2.11465
C 2.04938 0.06675 2.12680
C 2.75789 -0.76428 1.01700
N 2.05779 -0.53249 -0.24890
N -0.05374 -2.04543 0.66964
H 2.30247 -2.52870 -0.91487
H 3.26300 -1.33167 -1.78475
H 1.28635 -0.40961 -2.85294
H 1.22959 -2.13490 -3.11697
H -0.85634 -0.55293 -2.43075
H -1.88310 -2.55648 -1.63559
H -0.45814 -3.37678 -2.28850
H -1.03006 -5.10254 -0.42114
H -0.77988 -5.65159 2.00185
H -0.25638 -3.78181 3.57392
H -0.92761 -0.92087 3.30058
H 0.70546 -1.38511 3.79441
H 0.10678 1.06495 2.41248
H 2.26284 1.11597 1.93473
H 2.47624 -0.14166 3.11114
H 3.80651 -0.46472 0.93423
H 2.73554 -1.81944 1.29068
H 2.22526 0.62011 -0.65727
O 0.98038 1.81365 0.25878
C 0.30296 2.90505 -0.39862
C -0.84552 2.43566 -1.29611
C -1.43195 3.34910 -2.16329
C -2.49960 2.94915 -2.94228
C -2.96378 1.64525 -2.83561
C -2.33614 0.80066 -1.94727
N -1.30403 1.16910 -1.17802
H 0.89468 1.96333 1.23784
H 1.04468 3.43577 -0.99588
H -0.08587 3.58630 0.35942
H -1.05986 4.36408 -2.22918
H -2.96903 3.64500 -3.62503
H -3.79699 1.29576 -3.42797
H -2.65991 -0.22647 -1.81503
O -1.60927 -0.72037 0.55819
```

Results
Frontier orbital gap (eV): 5.48
Total charge: +1
Lowest unoccupied orbital energy (eV): -3.18

Here are the Mulliken charges for atoms 1 to 8, given in e:
1. Sc -0.007
2. C -0.794
3. C -0.919
4. N 0.168
5. C -1.503
6. C 0.868
7. C -0.957
8. C -0.625



Entry Q
Here is a molecular structure, C17H25N5O2Sc from the Open Molecules 2025 dataset. Energies are from the ωB97M-V functional and the def2-TZVPD basis.

The geometry in XYZ format:
```
50
Properties=species:S:1:pos:R:3
Sc -0.67482 0.53077 0.35560
C -0.37916 0.99841 3.52504
C 0.08150 2.18645 2.66085
N 0.64322 1.68394 1.43603
C 2.00997 1.91494 1.08023
C 2.49586 0.72178 0.27956
C 3.76605 0.57629 -0.26821
C 4.09044 -0.62996 -0.86666
C 3.17756 -1.68064 -0.88025
C 1.93298 -1.45455 -0.32646
C 0.86381 -2.51661 -0.17486
N -0.41431 -2.00016 0.35799
C -0.72133 -2.36926 1.75895
C -0.23422 -1.36978 2.80231
N -0.97044 -0.09404 2.68996
N 1.60544 -0.26280 0.17064
H 0.47249 0.58026 4.06419
H -1.11224 1.31834 4.26795
H -0.78553 2.83096 2.47008
H 0.79140 2.78334 3.24407
H -0.92091 2.97420 0.19468
H 2.19066 2.82957 0.49275
H 2.67223 2.00393 1.95574
H 4.48540 1.38189 -0.21094
H 5.07287 -0.76974 -1.29898
H 3.44365 -2.64499 -1.29196
H 0.68051 -3.00880 -1.13168
H 1.25320 -3.29035 0.49621
H -1.14726 -2.37939 -0.23027
H -1.81098 -2.43994 1.84431
H -0.32979 -3.36525 1.98935
H -0.39260 -1.83764 3.78002
H 0.82866 -1.16188 2.68362
H -1.92396 -0.25131 2.98716
O -2.97218 0.06352 -0.04279
C -3.39796 0.46539 -1.35458
C -2.27384 0.45070 -2.36455
C -2.56578 0.68130 -3.70181
C -1.53733 0.68122 -4.62346
C -0.23908 0.44437 -4.19003
C -0.03198 0.22191 -2.84592
N -1.02510 0.22495 -1.94556
H -3.40278 -0.75924 0.20605
H -3.81365 1.46875 -1.28058
H -4.17786 -0.21697 -1.69688
H -3.58785 0.86333 -4.00689
H -1.74258 0.86321 -5.66980
H 0.59469 0.43992 -4.87664
H 0.96539 0.04549 -2.46005
O -1.53243 2.27416 -0.05353
```

Results
Frontier orbital gap (eV): 7.28
Total charge: +1
Lowest unoccupied orbital energy (eV): -2.61

Here are the Mulliken charges for atoms 1 to 8, given in e:
1. Sc -0.085
2. C -0.858
3. C -0.771
4. N 0.322
5. C -0.833
6. C 0.244
7. C -1.008
8. C -0.389



Stability, highest: entry Q



Entry P
Here is 2 unconnected molecules or ions with the total composition C4H15N2O2 from the Open Molecules 2025 dataset. Energies are from the ωB97M-V functional and the def2-TZVPD basis.

The geometry in XYZ format:
```
23
Properties=species:S:1:pos:R:3
N 0.18875 0.73584 1.46965
C 0.18152 -0.56352 0.68060
C 0.74537 -0.29038 -0.70717
C 2.18334 0.21861 -0.84186
O 2.07639 1.37951 -1.69157
C -1.26420 -1.02923 0.69086
N -1.49362 -1.50823 2.07611
H -0.31026 0.64667 2.36392
H 1.15699 0.96774 1.70852
H -0.27438 1.49592 0.97589
H 0.84724 -1.22853 1.21124
H 0.72822 -1.25661 -1.11798
H 0.03920 0.26804 -1.32531
H 2.54335 0.59086 0.12157
H 2.84389 -0.49284 -1.31667
H 2.97009 1.69543 -1.86435
H -1.37324 -1.84360 -0.00621
H -1.92656 -0.19424 0.48270
H -1.24120 -2.48786 2.16336
H -2.49869 -1.49874 2.24312
H -1.29366 1.47218 -2.41148
H -2.65868 1.85262 -2.60123
O -2.16986 1.07032 -2.30370
```

Results
Frontier orbital gap (eV): 10.80
Total charge: +1
Lowest unoccupied orbital energy (eV): -3.19

Here are the Mulliken charges for atoms 1 to 8, given in e:
1. N -0.271
2. C -0.025
3. C -0.345
4. C -0.316
5. O -0.517
6. C -0.650
7. N -0.585
8. H 0.418



Entry Q
Here is 2 unconnected molecules or ions with the total composition C4H15N2O2 from the Open Molecules 2025 dataset. Energies are from the ωB97M-V functional and the def2-TZVPD basis.

The geometry in XYZ format:
```
23
Properties=species:S:1:pos:R:3
N -1.55137 0.99555 -2.11341
C -2.41418 0.18623 -1.08282
C -1.34855 -0.19347 -0.02159
N -0.67871 1.04911 0.34642
C 0.62048 0.69083 0.94058
C 1.71873 0.39604 -0.06182
O 1.43036 1.15048 -1.25158
H -0.91418 0.42611 -2.68114
H -0.87575 1.64421 -1.68913
H -2.18586 1.54561 -2.70003
H -3.01692 1.02796 -0.73361
H -3.04416 -0.47705 -1.65638
H -1.90074 -0.75084 0.77640
H -0.69725 -0.91609 -0.54924
H -1.30097 1.58742 0.94082
H 0.99927 1.48990 1.62758
H 0.37847 -0.08261 1.67463
H 1.61519 -0.61870 -0.48846
H 2.75593 0.52747 0.25178
H 2.02004 1.88510 -1.42858
H 3.50540 -3.62008 3.54461
H 2.24685 -4.41306 3.21162
O 2.63790 -3.53012 3.14331
```

Results
Frontier orbital gap (eV): 10.36
Total charge: +1
Lowest unoccupied orbital energy (eV): -3.01

Here are the Mulliken charges for atoms 1 to 8, given in e:
1. N -0.336
2. C -0.689
3. C -0.485
4. N -0.312
5. C -0.657
6. C -0.426
7. O -0.510
8. H 0.339



Entry R
Here is 3 unconnected molecules or ions with the total composition C4H15N2O2 from the Open Molecules 2025 dataset. Energies are from the ωB97M-V functional and the def2-TZVPD basis.

The geometry in XYZ format:
```
23
Properties=species:S:1:pos:R:3
C -1.00067 -0.65629 0.50823
C 0.24030 -1.24171 -0.11713
C 1.51141 -0.40410 -0.07912
C 2.31860 0.89875 -1.84508
N 1.34456 0.64829 -1.08505
N -1.40342 0.58066 -0.29221
H -0.82068 -0.28737 1.50833
H -1.77188 -1.41376 0.53097
H 0.40858 -2.20859 0.35730
H 0.03568 -1.66953 -1.10754
H 1.55802 0.01071 0.92892
H 2.37438 -1.01800 -0.32924
H 3.30056 0.43798 -1.78062
H 2.16221 1.65650 -2.60286
H -1.59049 1.45551 0.20119
H -0.60988 0.81926 -0.92579
H -2.15915 0.32242 -0.92294
H -0.68378 -3.25587 2.67996
H -2.03281 -2.80225 3.21544
O -1.42823 -2.66385 2.47820
H 0.03344 3.59978 0.04650
H -1.08736 3.97090 -0.91586
O -0.69937 3.22058 -0.45163
```

Results
Frontier orbital gap (eV): 11.06
Total charge: +1
Lowest unoccupied orbital energy (eV): -2.65

Here are the Mulliken charges for atoms 1 to 8, given in e:
1. C -0.655
2. C -0.836
3. C -0.556
4. C -0.410
5. N -0.243
6. N -0.150
7. H 0.323
8. H 0.378



Entry S
Here is 3 unconnected molecules or ions with the total composition C4H15N2O2 from the Open Molecules 2025 dataset. Energies are from the ωB97M-V functional and the def2-TZVPD basis.

The geometry in XYZ format:
```
23
Properties=species:S:1:pos:R:3
C 0.21879 -0.87697 -0.64504
C -1.08587 -0.71366 0.14810
C -0.85057 0.35189 1.22944
C -0.91727 1.66529 0.86115
N -0.12299 2.57152 1.63355
N 1.45866 -0.81752 0.20659
H 0.09457 -0.04364 -1.37858
H 0.17664 -1.79982 -1.13162
H -1.98260 -0.52475 -0.48920
H -1.34706 -1.73160 0.61892
H -0.38636 0.02466 2.16679
H -1.27916 2.23165 -0.05979
H 0.14444 2.28715 2.60598
H -0.31884 3.54112 1.53749
H 1.50004 0.00844 0.78250
H 1.64867 -1.63931 0.70439
H 2.34363 -0.78917 -0.36146
H -3.29668 1.34141 -4.58047
H -2.09701 2.08187 -4.44205
O -2.37248 1.14459 -4.53408
H 4.03371 -3.20890 1.60610
H 2.77273 -3.13446 2.63088
O 2.92911 -2.82984 1.70248
```

Results
Frontier orbital gap (eV): 8.50
Total charge: +1
Lowest unoccupied orbital energy (eV): -3.16

Here are the Mulliken charges for atoms 1 to 8, given in e:
1. C -0.660
2. C -0.603
3. C -0.751
4. C 0.046
5. N -0.439
6. N -0.191
7. H 0.395
8. H 0.377



Stability, highest: entry R



Entry P
Here is a single S2 molecule from the Open Molecules 2025 dataset. Energies are from the ωB97M-V functional and the def2-TZVPD basis.

The geometry in XYZ format:
```
2
Properties=species:S:1:pos:R:3
S 0.00000 0.00000 0.92571
S 0.00000 0.00000 -0.92571
```

Results
Frontier orbital gap (eV): 5.77
Lowest unoccupied orbital energy (eV): -2.40

Table of Mulliken atomic charges, one value per atom, all in e:
1. S 0.000
2. S 0.000



Entry Q
Here is a single S2 molecule from the Open Molecules 2025 dataset. Energies are from the ωB97M-V functional and the def2-TZVPD basis.

The geometry in XYZ format:
```
2
Properties=species:S:1:pos:R:3
S 0.96550 -0.27240 0.40992
S -0.96550 0.27240 -0.40992
```

Results
Frontier orbital gap (eV): 5.68
Lowest unoccupied orbital energy (eV): -3.34

Table of Mulliken atomic charges, one value per atom, all in e:
1. S 0.000
2. S 0.000



Entry R
Here is a single S2 molecule from the Open Molecules 2025 dataset. Energies are from the ωB97M-V functional and the def2-TZVPD basis.

The geometry in XYZ format:
```
2
Properties=species:S:1:pos:R:3
S -0.35959 -0.11682 0.97675
S 0.35959 0.11682 -0.97675
```

Results
Frontier orbital gap (eV): 5.71
Lowest unoccupied orbital energy (eV): -3.15

Table of Mulliken atomic charges, one value per atom, all in e:
1. S 0.000
2. S 0.000



Entry S
Here is a molecular structure, S2 from the Open Molecules 2025 dataset. Energies are from the ωB97M-V functional and the def2-TZVPD basis.

The geometry in XYZ format:
```
2
Properties=species:S:1:pos:R:3
S -0.45229 -0.08846 1.24384
S 0.45229 0.08846 -1.24384
```

Results
Frontier orbital gap (eV): 5.47
Lowest unoccupied orbital energy (eV): -4.34

Table of Mulliken atomic charges, one value per atom, all in e:
1. S 0.000
2. S 0.000



Stability, highest: entry P